#a
Entry from the OMol25 dataset: 2 unconnected molecules or ions with the total composition C4H9N2O2 (ωB97M-V/def2-TZVPD).

E_HOMO (alpha / beta): -7.4 / -7.4 eV
multiplicity: 2
expectation value of S²: 0.7540

Each line ends with the Löwdin spin population.
Atoms and positions in Å:
N (2.25, 0.91, 0.42)  -0.0007
C (0.91, 0.70, 0.55)  -0.0002
C (0.37, -0.56, 0.21)  -0.0005
N (-0.83, -1.03, 0.15)  0.0014
C (-1.90, -0.08, 0.37)  0.0003
C (-2.93, -0.05, -0.75)  0.1080
O (-3.98, 0.76, -0.51)  0.8099
O (4.18, -0.80, -0.54)  0.0000
H (4.81, -1.39, -0.12)  0.0000
H (2.73, 0.01, 0.25)  0.0000
H (2.44, 1.53, -0.37)  0.0000
H (0.42, 1.52, 1.07)  0.0000
H (1.17, -1.26, -0.07)  -0.0001
H (-2.43, -0.33, 1.31)  0.0000
H (-1.58, 0.94, 0.59)  -0.0001
H (-2.39, 0.25, -1.66)  0.0381
H (-3.24, -1.11, -0.92)  0.0442

#b
Entry from the OMol25 dataset: 2 unconnected molecules or ions with the total composition C4H9N2O2 (ωB97M-V/def2-TZVPD).

E_HOMO (alpha / beta): -7.9 / -7.9 eV
multiplicity: 2
expectation value of S²: 0.7570

Each line ends with the Löwdin spin population.
Atoms and positions in Å:
C (-0.88, -2.01, -1.53)  0.0045
C (-0.64, -1.38, -0.39)  -0.0011
N (-1.57, -1.26, 0.65)  0.0000
C (-1.70, 0.07, 1.22)  -0.0008
H (-1.84, -2.48, -1.71)  0.0002
H (-0.12, -2.11, -2.29)  0.0003
H (0.32, -0.94, -0.21)  -0.0021
H (-2.45, -1.64, 0.33)  -0.0001
H (-2.55, 0.09, 1.90)  0.0000
H (-0.80, 0.31, 1.79)  -0.0010
H (-1.83, 0.85, 0.47)  0.0001
N (2.96, 2.11, -0.21)  0.0072
C (1.88, 1.36, 0.09)  0.0256
O (0.86, 1.41, -0.70)  0.6639
O (1.80, 0.61, 1.05)  0.2970
H (2.86, 2.79, -0.94)  0.0036
H (3.69, 2.21, 0.47)  0.0028

Q: What are the energies relative to the best structure? A: #a 519.8; #b 0.0, in kJ/mol.

#a
Entry from the OMol25 dataset: C3H2N2OS in the gas phase (ωB97M-V/def2-TZVPD).

E_HOMO: -9.5 eV
SMILES: S=Cc1ncno1

Each line ends with the natural charge from an NBO analysis.
Atoms and positions in Å:
S (2.96, -0.27, 0.00)  0.1890
C (1.64, 0.64, 0.00)  -0.3651
C (0.26, 0.13, 0.01)  0.4153
N (-0.18, -1.09, 0.00)  -0.4350
C (-1.53, -0.89, 0.00)  0.1349
N (-1.90, 0.36, 0.00)  -0.1165
O (-0.71, 1.05, 0.00)  -0.2657
H (1.69, 1.76, 0.01)  0.2277
H (-2.24, -1.70, 0.00)  0.2152

#b
Entry from the OMol25 dataset: C3H2N2OS in the gas phase (ωB97M-V/def2-TZVPD).

E_HOMO: -9.6 eV
SMILES: O=C=N/N=C\C=S

Each line ends with the natural charge from an NBO analysis.
Atoms and positions in Å:
O (4.45, -0.24, -0.25)  -0.4703
C (3.43, -0.80, -0.15)  0.8261
N (2.56, -1.63, -0.02)  -0.4031
N (1.23, -1.63, 0.31)  -0.1609
C (0.67, -0.42, 0.30)  0.0092
C (1.29, 0.76, -0.40)  -0.3588
S (1.20, 2.29, 0.27)  0.1349
H (-0.32, -0.41, 0.58)  0.2101
H (1.68, 0.52, -1.36)  0.2127

Q: What are the energies relative to the best structure? A: #a 0.0; #b 98.7, in kJ/mol.

#a
Entry from the OMol25 dataset: C25H28N4O3 in the gas phase (ωB97M-V/def2-TZVPD).

E_HOMO: -7.8 eV
SMILES: O=C(CN1CCN(Cc2ccc3c(c2)OCO3)CC1)N1CCc2[nH]c3ccccc3c2C1

Each line ends with the natural charge from an NBO analysis.
Atoms and positions in Å:
O (1.23, 3.28, 1.75)  -0.6388
C (1.68, 2.65, 0.80)  0.6789
C (0.96, 2.64, -0.54)  -0.3157
N (0.61, 1.30, -0.98)  -0.4538
C (0.00, 1.25, -2.29)  -0.2192
C (-1.46, 1.71, -2.31)  -0.2371
N (-2.23, 0.89, -1.39)  -0.4436
C (-3.65, 1.19, -1.43)  -0.2301
C (-4.45, 0.14, -0.72)  -0.0325
C (-4.12, -1.20, -0.87)  -0.2143
C (-4.84, -2.21, -0.25)  -0.2524
C (-5.91, -1.84, 0.53)  0.2175
C (-6.25, -0.50, 0.68)  0.2943
C (-5.54, 0.51, 0.08)  -0.2752
O (-7.35, -0.40, 1.50)  -0.4909
C (-7.68, -1.72, 1.85)  0.2372
O (-6.78, -2.62, 1.24)  -0.4802
C (-1.69, 1.02, -0.05)  -0.2556
C (-0.23, 0.57, -0.03)  -0.2191
N (2.86, 1.99, 0.88)  -0.4292
C (3.60, 2.01, 2.12)  -0.2109
C (3.56, 0.63, 2.79)  -0.4441
C (3.93, -0.37, 1.75)  0.1820
N (4.37, -1.65, 1.98)  -0.5243
C (4.61, -2.25, 0.78)  0.1319
C (5.07, -3.53, 0.49)  -0.2414
C (5.23, -3.87, -0.84)  -0.2178
C (4.94, -2.96, -1.86)  -0.2397
C (4.49, -1.69, -1.58)  -0.2080
C (4.32, -1.32, -0.25)  -0.0213
C (3.89, -0.13, 0.41)  -0.1406
C (3.44, 1.18, -0.17)  -0.2368
H (0.09, 3.31, -0.41)  0.2027
H (1.61, 3.09, -1.30)  0.2127
H (0.59, 1.85, -2.98)  0.1989
H (0.04, 0.20, -2.62)  0.2028
H (-1.87, 1.57, -3.32)  0.2049
H (-1.52, 2.78, -2.06)  0.1607
H (-3.95, 1.20, -2.49)  0.2078
H (-3.87, 2.19, -1.01)  0.1702
H (-3.27, -1.45, -1.48)  0.2289
H (-4.57, -3.25, -0.36)  0.2271
H (-5.81, 1.54, 0.21)  0.2229
H (-7.64, -1.84, 2.95)  0.1559
H (-8.71, -1.95, 1.51)  0.1555
H (-2.27, 0.38, 0.62)  0.2195
H (-1.77, 2.06, 0.32)  0.1688
H (0.19, 0.69, 0.97)  0.2082
H (-0.18, -0.48, -0.31)  0.2033
H (3.15, 2.76, 2.76)  0.2498
H (4.63, 2.28, 1.90)  0.1926
H (4.26, 0.60, 3.64)  0.2179
H (2.56, 0.43, 3.17)  0.2223
H (4.48, -2.07, 2.88)  0.4108
H (5.29, -4.23, 1.27)  0.2109
H (5.58, -4.85, -1.10)  0.2110
H (5.07, -3.26, -2.89)  0.2098
H (4.26, -0.99, -2.37)  0.2081
H (2.70, 1.00, -0.95)  0.2586
H (4.30, 1.71, -0.61)  0.1880

#b
Entry from the OMol25 dataset: C25H28N4O3 in the gas phase (ωB97M-V/def2-TZVPD).

E_HOMO: -7.7 eV
SMILES: COC(=O)c1[nH]c2ccccc2c1NC(=O)CN1CCN(C/C=C/c2ccccc2)CC1

Each line ends with the natural charge from an NBO analysis.
Atoms and positions in Å:
C (-1.76, -4.23, 0.51)  -0.2591
O (-2.92, -3.46, 0.25)  -0.5153
C (-2.78, -2.13, 0.39)  0.7673
O (-1.73, -1.60, 0.71)  -0.6348
C (-4.00, -1.41, 0.11)  -0.0571
N (-5.18, -2.04, -0.24)  -0.5194
C (-6.14, -1.09, -0.43)  0.2449
C (-7.48, -1.25, -0.78)  -0.2799
C (-8.24, -0.11, -0.91)  -0.1831
C (-7.69, 1.16, -0.69)  -0.2531
C (-6.37, 1.32, -0.35)  -0.1537
C (-5.57, 0.19, -0.21)  -0.1561
C (-4.20, -0.03, 0.13)  0.1994
N (-3.17, 0.83, 0.46)  -0.6377
C (-3.08, 2.18, 0.43)  0.6827
O (-3.95, 2.96, 0.12)  -0.6132
C (-1.69, 2.64, 0.88)  -0.3051
N (-0.70, 1.61, 0.66)  -0.4642
C (-0.27, 1.55, -0.73)  -0.2463
C (0.57, 0.28, -0.92)  -0.2268
N (1.73, 0.24, -0.06)  -0.4403
C (2.83, 1.11, -0.46)  -0.2563
C (4.15, 0.52, -0.06)  -0.1464
C (5.23, 0.54, -0.83)  -0.2008
C (6.55, 0.00, -0.50)  -0.0891
C (7.54, 0.00, -1.49)  -0.1875
C (8.80, -0.49, -1.23)  -0.2095
C (9.11, -1.00, 0.02)  -0.2222
C (8.14, -1.00, 1.01)  -0.2090
C (6.87, -0.51, 0.76)  -0.1509
C (1.30, 0.41, 1.31)  -0.2267
C (0.45, 1.67, 1.54)  -0.2340
H (-2.03, -5.27, 0.32)  0.1963
H (-1.44, -4.10, 1.55)  0.1933
H (-0.94, -3.92, -0.14)  0.1963
H (-5.29, -3.03, -0.32)  0.4253
H (-7.89, -2.23, -0.95)  0.2130
H (-9.28, -0.20, -1.18)  0.2125
H (-8.33, 2.02, -0.81)  0.2133
H (-5.95, 2.30, -0.19)  0.2574
H (-2.29, 0.36, 0.69)  0.4672
H (-1.77, 2.84, 1.96)  0.2246
H (-1.46, 3.60, 0.39)  0.2011
H (-1.16, 1.50, -1.37)  0.2097
H (0.31, 2.44, -1.01)  0.1673
H (0.89, 0.19, -1.96)  0.1992
H (-0.05, -0.58, -0.66)  0.2220
H (2.75, 2.12, -0.01)  0.1771
H (2.80, 1.23, -1.54)  0.2049
H (4.16, 0.06, 0.92)  0.1907
H (5.16, 0.99, -1.81)  0.1942
H (7.31, 0.40, -2.47)  0.2060
H (9.55, -0.48, -2.01)  0.2120
H (10.09, -1.39, 0.23)  0.2118
H (8.37, -1.39, 1.99)  0.2089
H (6.13, -0.51, 1.54)  0.1981
H (2.17, 0.43, 1.97)  0.1972
H (0.69, -0.46, 1.56)  0.2167
H (0.10, 1.68, 2.57)  0.2056
H (1.05, 2.58, 1.36)  0.1621

Q: What are the energies relative to the best structure? A: #a 40.1; #b 0.0, in kJ/mol.

#a
Entry from the OMol25 dataset: C18H20N2O2S in the gas phase (ωB97M-V/def2-TZVPD).

E_HOMO: -7.5 eV
SMILES: COc1ccccc1N1CCN(C(=O)/C=C/c2cccs2)CC1

Each line ends with the natural charge from an NBO analysis.
Atoms and positions in Å:
C (2.00, 3.47, 1.85)  -0.1665
O (1.55, 2.72, 0.75)  -0.5197
C (2.09, 3.04, -0.53)  0.2679
C (3.04, 4.23, -0.60)  -0.2497
C (3.52, 4.73, -1.72)  -0.2332
C (3.36, 3.89, -2.96)  -0.2240
C (2.65, 2.77, -2.81)  -0.2066
C (1.80, 2.47, -1.67)  0.0638
N (1.03, 1.34, -1.65)  -0.4615
C (0.94, 0.45, -0.35)  -0.1896
C (0.64, -1.03, -1.04)  -0.2139
N (-0.59, -0.93, -1.77)  -0.4371
C (-1.74, -1.56, -1.19)  0.5950
O (-2.63, -1.76, -2.22)  -0.6142
C (-1.89, -2.29, -0.05)  -0.2904
C (-1.59, -1.79, 1.12)  -0.1342
C (-1.91, -2.41, 2.55)  -0.2365
C (-1.82, -1.82, 3.66)  -0.2473
C (-2.33, -2.79, 4.64)  -0.2222
C (-2.35, -4.04, 4.18)  -0.3972
S (-2.41, -4.01, 2.52)  0.4613
C (-0.38, -0.15, -2.66)  -0.1781
C (-0.21, 1.16, -2.53)  -0.2382
H (3.13, 3.38, 2.16)  0.1574
H (1.64, 3.03, 2.50)  0.1370
H (1.74, 4.68, 1.73)  0.1668
H (3.44, 4.83, 0.03)  0.2122
H (4.27, 5.43, -2.02)  0.2230
H (3.88, 3.94, -4.00)  0.2253
H (2.04, 2.24, -3.73)  0.1972
H (1.92, 0.53, 0.19)  0.2268
H (0.09, 0.70, 0.07)  0.1619
H (0.53, -1.68, 0.02)  0.1975
H (1.53, -1.28, -1.33)  0.2009
H (-2.16, -3.48, -0.11)  0.2550
H (-1.75, -0.63, 1.04)  0.2152
H (-1.54, -0.86, 3.70)  0.2274
H (-2.18, -2.51, 5.62)  0.2103
H (-2.52, -4.89, 4.68)  0.2259
H (0.30, -0.61, -3.55)  0.1862
H (-1.45, -0.16, -3.36)  0.2351
H (-0.84, 1.62, -1.83)  0.1887
H (0.05, 1.80, -3.24)  0.2223

#b
Entry from the OMol25 dataset: C18H20N2O2S in the gas phase (ωB97M-V/def2-TZVPD).

E_HOMO: -8.2 eV
SMILES: Cc1ccc(NC(=O)C2CCN(C(=O)c3cccs3)CC2)cc1

Each line ends with the natural charge from an NBO analysis.
Atoms and positions in Å:
C (-1.50, 1.39, -5.32)  -0.6236
C (-0.74, 1.24, -4.03)  -0.0355
C (0.52, 0.67, -4.03)  -0.2002
C (1.23, 0.52, -2.85)  -0.2395
C (0.68, 0.94, -1.64)  0.2233
N (1.45, 0.74, -0.48)  -0.6218
C (1.15, 1.06, 0.80)  0.7021
O (0.19, 1.73, 1.12)  -0.6433
C (2.15, 0.58, 1.86)  -0.3122
C (1.36, 0.29, 3.15)  -0.4116
C (0.69, -1.10, 3.04)  -0.2240
N (0.68, -1.56, 1.67)  -0.4358
C (-0.39, -1.66, 0.85)  0.6574
O (-0.28, -2.04, -0.31)  -0.6139
C (-1.71, -1.33, 1.43)  -0.3049
C (-2.19, -0.14, 1.89)  -0.2480
C (-3.55, -0.20, 2.25)  -0.2601
C (-4.09, -1.44, 2.06)  -0.4067
S (-2.95, -2.54, 1.41)  0.4732
C (2.00, -1.82, 1.14)  -0.2326
C (2.96, -0.67, 1.49)  -0.4230
C (-0.58, 1.51, -1.63)  -0.2579
C (-1.28, 1.65, -2.82)  -0.1822
H (-1.76, 0.41, -5.72)  0.2186
H (-2.42, 1.95, -5.16)  0.2137
H (-0.89, 1.90, -6.06)  0.2153
H (0.96, 0.33, -4.96)  0.2084
H (2.21, 0.06, -2.86)  0.1986
H (2.30, 0.23, -0.65)  0.3975
H (2.83, 1.42, 2.04)  0.2425
H (0.61, 1.06, 3.27)  0.2418
H (2.03, 0.31, 4.01)  0.2089
H (1.26, -1.84, 3.62)  0.1902
H (-0.33, -1.07, 3.42)  0.2391
H (-1.60, 0.76, 1.94)  0.2582
H (-4.10, 0.63, 2.64)  0.2253
H (-5.09, -1.77, 2.26)  0.2354
H (2.38, -2.77, 1.56)  0.1981
H (1.89, -1.96, 0.06)  0.2457
H (3.66, -0.48, 0.68)  0.2077
H (3.56, -0.93, 2.36)  0.2178
H (-1.02, 1.84, -0.71)  0.2506
H (-2.27, 2.09, -2.80)  0.2075

Q: What are the energies relative to the best structure? A: #a 1649.5; #b 0.0, in kJ/mol.